No. 1
Formula: C28H45CaN3O10PSbSe4
Source: the Open Molecules 2025 dataset
Level of theory: ωB97M-V/def2-TZVPD

DFT total energy (hartree): -12875.56058
Net charge: -2
Energy above the lowest of the compared OMol25 structures with the same formula, charge and spin (eV): 1.8720
Orbital gap (alpha / beta) (hartree): 0.1792 / 0.1765
E_LUMO (alpha / beta) (eV): 3.47 / 3.47
HOMO level (alpha / beta) (Eh): -0.052 / -0.049

Last column: Löwdin charge in e.
Positions of all 93 atoms, in Å:
1 Ca 0.16028 -0.56795 -0.14047  1.1990
2 C 2.31972 -2.71657 1.33236  -0.0885
3 O 1.80691 -1.39533 1.48842  -0.2872
4 C 0.99324 -1.26889 2.66774  -0.1831
5 C 0.51964 0.17575 2.74350  -0.1962
6 O -0.59807 0.43656 1.88990  -0.3458
7 C -1.84965 0.47294 2.61095  -0.1563
8 H 2.98567 -2.93794 2.17295  0.0861
9 H 2.87370 -2.72316 0.39803  0.0944
10 H 1.49932 -3.43203 1.27067  0.0871
11 H 1.59799 -1.51008 3.54954  0.1261
12 H 0.13991 -1.95456 2.61238  0.1263
13 H 1.33531 0.82470 2.41252  0.1218
14 H 0.25583 0.43509 3.77187  0.1242
15 H -1.80307 1.32522 3.29556  0.0866
16 H -2.00992 -0.47636 3.12239  -0.0175
17 H -2.65087 0.60473 1.87970  -0.0101
18 Se -5.48968 -2.87648 -1.54034  -0.3034
19 Sb -4.11713 -1.43838 -0.17693  -0.2819
20 Se -2.08364 -0.83584 -1.75398  0.2269
21 Se -3.18099 -2.40045 1.86419  -0.1408
22 Se -4.66715 0.96261 -0.06541  -0.1801
23 O 1.09477 1.63912 -0.22132  -0.4144
24 P 0.95057 3.05506 -0.74782  0.8323
25 C -0.36473 3.78536 0.27140  -0.3228
26 C -0.52860 5.30605 0.43358  -0.1847
27 C -1.43419 5.96103 -0.60413  -0.2039
28 C -2.78932 5.25523 -0.65455  -0.1939
29 C -2.63228 3.76505 -0.94443  -0.2154
30 C -1.74292 3.09192 0.09377  -0.2044
31 C 0.73087 3.06043 -2.54279  -0.3172
32 C 0.32908 4.35164 -3.27323  -0.1993
33 C 0.59067 4.21307 -4.78141  -0.1876
34 C 0.35434 2.77749 -5.27061  -0.1937
35 C -0.70572 2.08873 -4.41576  -0.1722
36 C -0.23280 1.91293 -2.96225  -0.2095
37 C 2.46594 3.95226 -0.28088  -0.3369
38 C 2.80888 5.25301 -1.03566  -0.1881
39 C 3.56835 5.02976 -2.34517  -0.1995
40 C 4.79062 4.14139 -2.14248  -0.2029
41 C 4.39022 2.80052 -1.53914  -0.1897
42 C 3.68108 2.99895 -0.20381  -0.1870
43 H 0.05067 3.40752 1.21853  0.1161
44 H 0.44250 5.80677 0.48804  0.0896
45 H -0.99837 5.45263 1.41340  0.1176
46 H -0.96619 5.91647 -1.58738  0.0815
47 H -1.55454 7.02209 -0.36633  0.1041
48 H -3.43846 5.72849 -1.39490  0.1057
49 H -3.28175 5.37204 0.31829  0.1136
50 H -2.21121 3.63577 -1.94354  0.0908
51 H -3.59286 3.24551 -0.95359  0.0191
52 H -1.63890 2.02769 -0.12119  0.0586
53 H -2.25699 3.13346 1.05912  0.1147
54 H 1.73304 2.77960 -2.89026  0.1042
55 H 0.84078 5.23774 -2.89488  0.0852
56 H -0.73545 4.51312 -3.11519  0.0910
57 H 1.61406 4.52480 -5.01212  0.0980
58 H -0.07048 4.90496 -5.31129  0.1059
59 H 1.28198 2.20705 -5.20907  0.1037
60 H 0.06523 2.78632 -6.32386  0.1043
61 H -0.96004 1.10516 -4.81331  0.1137
62 H -1.63009 2.67598 -4.44184  0.1149
63 H 0.28647 0.96402 -2.85175  0.0747
64 H -1.10233 1.86474 -2.31126  0.0467
65 H 2.23062 4.23125 0.75506  0.1153
66 H 3.44098 5.85646 -0.37331  0.1147
67 H 1.91341 5.85010 -1.21740  0.0856
68 H 3.85631 5.99843 -2.76287  0.1110
69 H 2.91704 4.56042 -3.08297  0.0812
70 H 5.48891 4.64355 -1.46018  0.1088
71 H 5.31516 3.99920 -3.08980  0.1073
72 H 5.26763 2.16721 -1.39124  0.1119
73 H 3.74524 2.25375 -2.23416  0.1029
74 H 4.39243 3.43001 0.51156  0.1141
75 H 3.35511 2.04213 0.19866  0.0971
76 O 1.01575 -5.01482 -6.67215  0.0320
77 N 0.35372 -5.03384 -5.64759  -0.3656
78 O -0.48042 -5.87855 -5.38503  0.0600
79 C 0.57968 -3.96204 -4.65872  -0.1430
80 C 1.52975 -3.01698 -4.93402  0.0508
81 C 1.74239 -2.02497 -3.99439  -0.0535
82 C 1.06995 -1.94511 -2.74872  -0.3312
83 O 1.33787 -1.07940 -1.87424  -0.1990
84 C 0.06830 -2.97144 -2.56778  -0.0949
85 C -0.16781 -3.95053 -3.47873  0.0712
86 N -0.79577 -3.02130 -1.32597  -0.4889
87 O -1.58333 -3.92232 -1.30288  -0.0181
88 O -0.16453 -2.69363 -0.20315  -0.3334
89 N 2.79989 -1.03889 -4.33800  -0.3366
90 O 2.75968 0.06081 -3.81485  0.0613
91 O 3.67181 -1.40155 -5.11818  0.0318
92 H 2.10110 -3.04452 -5.84891  0.1234
93 H -0.94601 -4.67206 -3.27514  0.1329

No. 2
Formula: C28H45NO24
Source: the Open Molecules 2025 dataset
Level of theory: ωB97M-V/def2-TZVPD

DFT total energy (hartree): -2954.47457
Energy above the lowest of the compared OMol25 structures with the same formula, charge and spin (eV): 0.0000
Orbital gap (hartree): 0.3321
E_LUMO (eV): 0.17
HOMO level (Eh): -0.326

Last column: Löwdin charge in e.
Positions of all 98 atoms, in Å:
1 C -1.75113 0.96385 -2.07103  -0.1022
2 O -0.65743 0.16555 -1.70398  -0.1957
3 C 0.47920 0.85440 -1.20346  -0.1818
4 C 1.14092 -0.02784 -0.19138  -0.1696
5 O 0.31885 -0.47345 0.87904  -0.1576
6 C -0.73361 0.32182 1.37693  -0.1856
7 C -0.35885 1.35079 2.45008  -0.0974
8 C 1.04788 1.91948 2.35718  -0.3681
9 O 1.99730 0.97496 2.86050  -0.0293
10 C 1.24829 3.25237 3.08021  -0.2212
11 N 1.91330 4.31828 2.33398  -0.0019
12 H -1.57361 1.48682 -3.01433  0.0953
13 H -1.98151 1.71178 -1.30385  0.0892
14 H -2.60809 0.30275 -2.16768  0.0648
15 H 1.20014 1.02770 -1.99837  0.1028
16 H 0.20027 1.83891 -0.81582  0.1289
17 H 2.04876 0.45565 0.17917  0.1329
18 H 1.45545 -0.93279 -0.71333  0.1137
19 H -1.29696 0.78864 0.56904  0.1019
20 H -1.41387 -0.39626 1.83321  0.1188
21 H -0.44619 0.89121 3.43670  0.1219
22 H -1.09099 2.15636 2.44092  0.1169
23 H 1.30580 2.09307 1.30739  0.1187
24 H 1.60431 0.10064 2.82340  0.0684
25 H 0.28506 3.63733 3.40263  0.1057
26 H 1.83803 3.04595 3.97147  0.1176
27 H 1.32423 4.62293 1.56771  0.0599
28 H 2.76815 3.97365 1.91058  0.0656
29 O 1.83727 2.61865 -3.53276  0.1453
30 C 2.33240 1.91275 -4.35594  -0.5793
31 O 2.65539 0.61864 -4.13603  0.0509
32 C 3.01880 0.01798 -5.38783  -0.0954
33 C 3.44358 1.23118 -6.20199  -0.0923
34 O 2.64870 2.27505 -5.60785  0.0725
35 H 3.81150 -0.70439 -5.21961  0.1341
36 H 2.14242 -0.48498 -5.79810  0.1311
37 H 4.49379 1.47407 -6.07783  0.0981
38 H 3.21832 1.16331 -7.26121  0.1373
39 O 5.20608 -2.06032 -0.79654  0.1553
40 C 4.18015 -2.37345 -0.28424  -0.5784
41 O 3.96187 -2.41394 1.04816  0.0666
42 C 2.55746 -2.60595 1.28104  -0.0951
43 C 2.10805 -3.25918 -0.01478  -0.1148
44 O 3.06506 -2.74220 -0.95380  0.0458
45 H 2.41609 -3.22748 2.15957  0.1354
46 H 2.08726 -1.63494 1.43309  0.0957
47 H 2.18835 -4.34531 0.00918  0.1350
48 H 1.10804 -2.96659 -0.31920  0.1080
49 O -0.48081 -4.35976 1.06447  0.1325
50 C -1.33628 -3.85254 0.40009  -0.6039
51 O -1.66675 -2.56392 0.53317  0.0400
52 C -2.48558 -2.16828 -0.58188  -0.0876
53 C -3.07474 -3.50923 -1.00247  -0.0839
54 O -2.05451 -4.43870 -0.56906  0.0780
55 H -3.21223 -1.43190 -0.25301  0.1363
56 H -1.83889 -1.72782 -1.34139  0.1197
57 H -3.99856 -3.74759 -0.47518  0.1332
58 H -3.22163 -3.61560 -2.07198  0.1218
59 O -3.15852 -2.90111 6.82185  0.1452
60 C -2.69523 -3.45895 5.87511  -0.5731
61 O -2.31042 -4.74831 5.85953  0.0652
62 C -1.99705 -5.12156 4.50934  -0.0954
63 C -1.66474 -3.77938 3.88205  -0.0966
64 O -2.46069 -2.87892 4.67884  0.0613
65 H -1.17082 -5.82462 4.51531  0.1347
66 H -2.87567 -5.58908 4.06392  0.1339
67 H -0.61250 -3.52334 4.00367  0.1386
68 H -1.94206 -3.67712 2.84009  0.1018
69 O 6.24073 2.25527 -7.35037  0.1534
70 C 6.79280 2.80616 -6.45144  -0.5785
71 O 8.11514 2.74982 -6.19985  0.0658
72 C 8.42929 3.69720 -5.16954  -0.1039
73 C 7.08812 3.85822 -4.46711  -0.1003
74 O 6.16571 3.56346 -5.52560  0.0555
75 H 9.21743 3.29489 -4.54129  0.1321
76 H 8.76522 4.62096 -5.64119  0.1321
77 H 6.94502 3.12889 -3.66951  0.1348
78 H 6.89460 4.85769 -4.09135  0.1325
79 O -4.84385 -1.95193 -3.33376  0.1652
80 C -5.53056 -0.99385 -3.19218  -0.5665
81 O -6.71416 -0.78130 -3.80539  0.0661
82 C -7.35169 0.35298 -3.20501  -0.1042
83 C -6.16897 1.10547 -2.61080  -0.1035
84 O -5.23667 0.04414 -2.37373  0.0354
85 H -7.89501 0.90439 -3.96576  0.1329
86 H -8.04365 -0.00235 -2.44077  0.1330
87 H -5.72503 1.80574 -3.31899  0.1344
88 H -6.38418 1.61355 -1.67600  0.1331
89 O -2.19440 3.08539 5.01457  0.1548
90 C -2.68587 2.29664 5.75458  -0.5762
91 O -2.48619 0.96180 5.70864  0.0521
92 C -3.08108 0.35741 6.86975  -0.1011
93 C -4.11485 1.40187 7.26021  -0.1092
94 O -3.53750 2.61093 6.75698  0.0572
95 H -3.48972 -0.61163 6.60951  0.1047
96 H -2.31248 0.23037 7.63276  0.1370
97 H -5.07136 1.24373 6.75968  0.1309
98 H -4.27349 1.49437 8.33022  0.1306

No. 3
Formula: C28H46AlF2IN5O2SSi
Source: the Open Molecules 2025 dataset
Level of theory: ωB97M-V/def2-TZVPD

DFT total energy (hartree): -2944.76934
Net charge: +3
Orbital gap (hartree): 0.0383
E_LUMO (eV): -13.21
HOMO level (Eh): -0.524

Last column: Löwdin charge in e.
Positions of all 87 atoms, in Å:
1 C 1.46886 -3.62819 3.27570  -0.0865
2 C -0.10155 -3.77087 3.68018  -0.2605
3 C -1.07583 -3.73915 2.36873  -0.6117
4 I -2.59138 -5.29137 2.36556  1.1999
5 C -1.68440 -2.24009 2.12527  -0.3489
6 C -2.68189 -1.97106 3.35657  -0.1295
7 C -4.23317 -1.92442 2.89908  -0.1718
8 N -4.72147 -2.65395 1.92280  0.0877
9 O -0.54869 -1.37098 2.04338  -0.0960
10 C -0.75418 -0.22434 1.19885  -0.2377
11 C -1.87936 0.81705 1.72477  -0.1134
12 C -1.37035 2.33878 1.42283  -0.1900
13 C -2.39338 3.46041 1.96024  -0.1979
14 C -1.64500 4.81760 2.46254  -0.2123
15 C -0.98354 4.68043 3.91993  -0.2075
16 C -0.94205 6.17774 4.56415  -0.2500
17 C -0.11362 6.24572 5.94959  -0.4022
18 S 1.08906 7.67568 5.85436  1.1034
19 C 0.61363 8.88112 7.16836  -0.4350
20 N 1.60768 9.33382 8.12504  0.0779
21 N 1.00075 10.20091 8.96241  0.0937
22 C -0.40973 10.30376 8.55662  0.0856
23 O -0.64648 9.47211 7.44090  0.0220
24 C -0.93571 -0.60240 -0.38701  -0.3180
25 N -0.61951 0.55554 -1.28199  0.0797
26 N -0.18811 -1.84657 -0.71357  0.0926
27 C -0.40280 -2.30843 -2.09880  -0.4170
28 F -1.72013 -2.09334 -2.59560  0.0442
29 F -0.22490 -3.75107 -2.06827  0.0004
30 C 0.63070 -1.70701 -3.17481  -0.1442
31 C 0.54617 -2.45749 -4.61635  -0.2471
32 Si 2.35295 -2.76855 -5.17997  0.5549
33 C 3.51938 -1.28168 -4.81218  -0.1972
34 C 3.01208 -4.24091 -4.09353  -0.1896
35 C 2.51374 -3.37881 -7.00463  -0.1821
36 C 3.90849 -3.12088 -7.69979  -0.0076
37 C 4.25709 -3.57557 -9.14661  -0.0010
38 C 3.11965 -4.31704 -9.93214  -0.0131
39 C 1.72186 -4.57122 -9.26236  -0.2800
40 C 1.38937 -4.11093 -7.79113  -0.0295
41 H 1.48620 -3.00049 2.31723  0.0690
42 H 2.02127 -3.02259 4.09051  0.0985
43 H 1.87462 -4.68506 3.15085  0.0891
44 H -0.31131 -2.87819 4.38571  0.1150
45 H -0.32122 -4.70639 4.30590  0.0981
46 H -0.36597 -3.95743 1.47989  0.0981
47 H -2.32075 -2.32739 1.18368  0.1294
48 H -2.63960 -2.83526 4.12704  0.1093
49 H -2.47757 -1.01994 3.94955  0.1150
50 H -4.98594 -1.25692 3.47218  0.1407
51 H -5.73212 -2.49149 1.78983  0.0779
52 H 0.23904 0.37461 1.22870  0.1604
53 H -1.85586 0.73847 2.87938  0.1210
54 H -2.92399 0.61064 1.31519  0.1288
55 H -0.40409 2.45866 2.04910  0.1199
56 H -1.19091 2.53728 0.31609  0.0975
57 H -3.02258 3.79521 1.05052  0.1193
58 H -3.11470 3.10084 2.76782  0.1135
59 H -0.85275 5.16010 1.69221  0.1281
60 H -2.42116 5.66948 2.48916  0.1181
61 H 0.10217 4.31509 3.86829  0.1157
62 H -1.64519 3.99448 4.56275  0.1248
63 H -0.40478 6.89379 3.83235  0.1039
64 H -2.03388 6.51774 4.71446  0.1318
65 H -0.84941 6.48938 6.80189  0.1051
66 H 0.43168 5.28306 6.23012  0.1118
67 H -1.15890 10.95476 9.12818  0.1859
68 H -2.07362 -0.77697 -0.50798  0.1593
69 H -1.44392 1.16999 -1.35897  0.0924
70 H 0.18083 1.10273 -0.92420  0.0924
71 H 0.82284 -1.68773 -0.52238  0.1465
72 H 1.68250 -1.90100 -2.73225  0.0909
73 H 0.51389 -0.57928 -3.33716  0.1204
74 H -0.02815 -3.44097 -4.53002  0.0884
75 H -0.03540 -1.77171 -5.31921  0.0874
76 H 3.18102 -0.30607 -5.30282  0.0536
77 H 3.54179 -1.08952 -3.67766  0.0469
78 H 4.58638 -1.55155 -5.13881  0.0428
79 H 2.37516 -5.15541 -4.39551  0.0530
80 H 4.08028 -4.45899 -4.44774  0.0488
81 H 2.93539 -4.02361 -2.97303  0.0448
82 H 4.73124 -2.57479 -7.12156  0.0954
83 H 5.29051 -3.37838 -9.58250  0.1151
84 H 3.38997 -4.65580 -10.98860  0.1143
85 H 0.91135 -5.14765 -9.86538  -0.1572
86 H 0.36972 -4.31214 -7.30976  0.1120
87 Al -0.01827 -4.18794 -10.63215  0.9623